No. 1
{
  "formula": "C34H60FeN2O2Si",
  "method": "wB97M-V/def2-TZVPD",
  "species": ["O", "O", "C", "C", "H", "H", "H", "H", "H", "C", "C", "H", "H", "H", "H", "H", "C", "C", "C", "H", "H", "H", "H", "H", "C", "H", "H", "H", "H", "H", "H", "N", "C", "C", "C", "C", "H", "H", "H", "C", "H", "H", "H", "N", "C", "C", "C", "C", "H", "C", "H", "C", "H", "C", "C", "C", "C", "C", "C", "H", "C", "H", "C", "H", "C", "C", "Fe", "H", "H", "H", "H", "H", "H", "H", "H", "H", "H", "H", "H", "H", "C", "Si", "H", "H", "C", "C", "C", "H", "H", "H", "H", "H", "H", "H", "H", "H", "C", "H", "H", "H"],
  "coordinates": [[1.228, -3.015, 0.098], [-2.088, -2.225, -4.924], [2.279, -2.771, -0.841], [3.463, -3.685, -0.554], [2.583, -1.718, -0.722], [1.948, -2.926, -1.897], [3.935, -3.423, 0.400], [4.231, -3.593, -1.340], [3.134, -4.731, -0.510], [-0.042, -3.280, -0.511], [-0.095, -4.103, -1.805], [-0.496, -2.289, -0.702], [-0.659, -3.767, 0.260], [-0.251, -3.453, -2.672], [-0.941, -4.797, -1.760], [0.813, -4.682, -1.967], [-2.988, -1.734, -3.939], [-1.266, -1.210, -5.475], [-3.771, -2.901, -3.359], [-3.693, -1.019, -4.416], [-2.475, -1.203, -3.108], [-4.116, -3.568, -4.160], [-4.643, -2.528, -2.807], [-3.164, -3.498, -2.658], [-0.712, -1.692, -6.810], [-0.409, -0.998, -4.807], [-1.841, -0.275, -5.638], [-0.075, -2.583, -6.687], [-0.106, -0.901, -7.268], [-1.531, -1.944, -7.499], [-0.403, 1.627, -0.800], [1.574, 1.021, 2.343], [1.570, 2.356, 2.521], [0.415, 3.110, 2.291], [-0.868, 2.587, 2.089], [2.818, 3.041, 3.013], [3.659, 2.962, 2.319], [3.153, 2.611, 3.963], [2.631, 4.107, 3.182], [-2.019, 3.553, 1.993], [-2.661, 3.483, 2.881], [-2.659, 3.400, 1.114], [-1.624, 4.576, 1.943], [-1.119, 1.257, 2.071], [2.785, 0.249, 2.472], [3.740, 0.208, 1.429], [3.624, 1.065, 0.198], [4.814, -0.671, 1.565], [5.547, -0.721, 0.755], [4.946, -1.479, 2.695], [5.789, -2.171, 2.750], [4.028, -1.390, 3.740], [4.158, -2.000, 4.638], [2.939, -0.526, 3.642], [1.932, -0.407, 4.745], [-2.452, 0.787, 2.351], [-3.357, 0.553, 1.293], [-3.012, 0.863, -0.130], [-4.627, 0.051, 1.600], [-5.320, -0.159, 0.782], [-5.001, -0.156, 2.931], [-5.993, -0.571, 3.149], [-4.120, 0.134, 3.977], [-4.429, 0.019, 5.020], [-2.838, 0.624, 3.699], [-1.915, 1.021, 4.810], [0.113, -0.200, 2.210], [3.146, 0.533, -0.638], [4.625, 1.347, -0.156], [3.069, 1.995, 0.361], [1.646, 0.640, 4.913], [2.352, -0.776, 5.688], [1.017, -0.991, 4.534], [-3.690, 0.340, -0.814], [-1.994, 0.563, -0.385], [-3.112, 1.930, -0.373], [-0.947, 0.497, 4.794], [-2.402, 0.808, 5.768], [-1.717, 2.100, 4.798], [0.498, 4.199, 2.373], [0.085, 1.208, -1.683], [0.378, 2.617, -2.833], [1.013, 0.748, -1.348], [-0.535, 0.425, -2.148], [1.694, 2.282, -4.093], [0.915, 3.885, -1.554], [-1.369, 2.873, -3.435], [-1.840, 1.940, -3.766], [-1.356, 3.564, -4.283], [-2.001, 3.293, -2.640], [2.608, 1.873, -3.626], [1.972, 3.208, -4.605], [1.374, 1.570, -4.863], [1.687, 3.448, -0.904], [0.050, 4.146, -0.927], [1.307, 4.801, -2.017], [-0.510, -2.060, 2.626], [-1.282, -2.311, 1.878], [-1.001, -2.142, 3.628], [0.255, -2.857, 2.566]],
  "forces_ev_per_angstrom": [[0.02, -0.55, -0.73], [-0.03, 0.44, 0.43], [0.23, 0.12, -0.31], [0.16, 0.02, -0.06], [-0.04, -0.18, -0.19], [0.14, 0.26, 0.86], [-0.16, -0.12, -0.11], [-0.30, 0.00, 0.23], [0.09, 0.24, -0.02], [-0.58, 0.54, 0.35], [-0.10, 0.14, 0.07], [-0.16, -0.25, -0.05], [0.40, 0.16, -0.18], [0.11, -0.18, 0.03], [0.19, 0.11, -0.02], [-0.04, -0.14, 0.06], [-0.36, -0.04, -0.02], [0.31, -0.06, -0.44], [0.07, -0.24, 0.14], [0.35, -0.18, 0.19], [0.07, -0.08, -0.45], [0.04, 0.23, 0.19], [0.14, -0.08, -0.12], [-0.14, 0.22, -0.32], [-0.04, -0.17, -0.07], [-0.37, 0.10, 0.06], [0.13, -0.33, 0.21], [-0.28, 0.32, 0.02], [-0.09, -0.14, 0.07], [0.24, 0.07, 0.21], [-0.07, -0.10, -0.09], [0.91, 0.64, 0.19], [0.12, -0.69, -0.17], [-0.19, 0.27, 0.03], [-0.05, -0.42, 0.07], [-0.01, 0.40, -0.02], [-0.16, -0.14, -0.01], [-0.11, -0.11, -0.13], [-0.03, -0.26, -0.07], [0.03, 0.49, 0.08], [0.12, -0.07, -0.18], [0.27, -0.19, 0.26], [-0.16, -0.29, 0.04], [-0.23, 0.72, 0.37], [0.58, -0.19, 0.12], [-0.34, -0.11, 0.41], [0.21, 0.21, -0.37], [-0.15, -0.03, 0.11], [-0.17, -0.03, 0.31], [0.09, 0.08, -0.12], [-0.27, 0.21, 0.09], [0.13, -0.05, -0.19], [-0.06, 0.20, -0.29], [0.13, 0.10, -0.52], [-0.09, 0.09, 0.46], [-0.97, 0.24, -0.30], [-0.13, -0.14, 0.47], [0.03, -0.22, -0.47], [0.23, 0.12, 0.46], [0.17, 0.06, 0.33], [-0.12, -0.27, -0.07], [0.45, 0.27, -0.05], [0.09, 0.20, -0.36], [0.09, -0.04, -0.42], [-0.20, -0.18, -0.56], [-0.03, 0.05, 0.49], [-0.59, -0.40, -0.40], [0.02, 0.07, 0.26], [-0.25, -0.09, 0.13], [0.03, -0.26, -0.02], [-0.01, -0.22, -0.03], [-0.18, -0.04, -0.23], [0.26, 0.13, 0.16], [0.10, 0.04, 0.17], [-0.21, 0.04, 0.07], [0.09, -0.16, 0.16], [-0.22, 0.12, -0.02], [0.23, -0.02, -0.13], [0.10, -0.17, -0.07], [-0.01, -0.55, -0.07], [0.21, -1.16, 0.18], [-0.33, -0.16, 0.97], [0.17, -0.16, 0.10], [0.08, 0.13, 0.30], [0.30, -0.06, -0.36], [0.08, 0.56, -0.41], [0.01, 0.58, -0.57], [0.22, 0.08, 0.00], [-0.38, 0.05, 0.04], [0.21, -0.01, -0.18], [-0.36, 0.19, -0.08], [0.03, -0.09, 0.00], [0.00, 0.08, 0.13], [-0.13, 0.15, -0.21], [0.22, 0.00, -0.13], [-0.03, -0.08, 0.32], [-0.07, -0.66, 0.55], [0.14, 0.26, 0.15], [0.31, 0.27, -0.66], [-0.16, 0.54, 0.00]],
  "spin_multiplicity": 6,
  "e_homo_ev": [-11.45, -11.67],
  "s2": 8.768,
  "gap_ha": [0.317, 0.246],
  "charge": 1
}



No. 2
{
  "formula": "C16H29Cl19F3O2P",
  "method": "wB97M-V/def2-TZVPD",
  "species": ["C", "C", "C", "C", "O", "P", "C", "C", "O", "Cl", "C", "F", "F", "F", "H", "H", "H", "H", "H", "H", "H", "H", "H", "H", "H", "C", "Cl", "Cl", "H", "H", "C", "Cl", "Cl", "H", "H", "C", "Cl", "Cl", "H", "H", "C", "Cl", "Cl", "H", "H", "C", "Cl", "Cl", "H", "H", "C", "Cl", "Cl", "H", "H", "C", "Cl", "Cl", "H", "H", "C", "Cl", "Cl", "H", "H", "C", "Cl", "Cl", "H", "H"],
  "coordinates": [[3.523, -1.163, -0.280], [2.383, -0.159, -0.145], [2.819, 1.239, 0.303], [1.721, 2.130, 0.865], [0.608, 2.314, -0.045], [-0.627, 1.276, 0.153], [-1.551, 1.925, 1.644], [-1.859, 0.827, 2.621], [-1.606, 0.829, 3.771], [-2.659, -0.540, 1.867], [-1.750, 1.994, -1.162], [-1.319, 1.673, -2.391], [-2.976, 1.458, -1.002], [-1.899, 3.333, -1.140], [4.355, -0.779, -0.881], [3.893, -1.494, 0.694], [3.141, -2.036, -0.820], [1.865, -0.072, -1.110], [1.643, -0.533, 0.577], [3.333, 1.773, -0.507], [3.555, 1.137, 1.115], [2.151, 3.127, 1.012], [1.409, 1.776, 1.857], [-2.517, 2.318, 1.301], [-1.012, 2.720, 2.164], [-0.075, -1.108, -2.415], [0.277, -2.084, -0.986], [1.203, -1.203, -3.638], [-0.999, -1.466, -2.853], [-0.169, -0.073, -2.106], [3.237, -4.256, -4.737], [3.483, -5.172, -3.246], [4.562, -4.474, -5.888], [2.320, -4.600, -5.199], [3.173, -3.206, -4.480], [0.959, 5.349, -0.973], [0.668, 7.062, -0.642], [2.506, 5.083, -1.792], [0.969, 4.813, -0.034], [0.164, 4.979, -1.610], [-4.990, -1.680, -0.997], [-3.251, -2.004, -0.877], [-5.687, -2.133, -2.550], [-5.466, -2.241, -0.201], [-5.133, -0.614, -0.857], [-0.690, 2.778, 6.363], [-1.463, 2.458, 7.920], [1.036, 3.132, 6.532], [-0.801, 1.905, 5.734], [-1.171, 3.639, 5.915], [7.221, -0.074, 1.607], [6.289, -0.234, 3.102], [6.290, 0.720, 0.333], [8.103, 0.520, 1.814], [7.491, -1.066, 1.264], [4.631, -4.884, 0.238], [5.716, -3.867, 1.199], [2.975, -4.272, 0.230], [4.992, -4.898, -0.784], [4.628, -5.879, 0.665], [-7.208, 1.560, -4.142], [-6.769, 1.503, -2.427], [-7.432, -0.044, -4.844], [-8.139, 2.106, -4.232], [-6.411, 2.060, -4.679], [-6.705, -2.707, 2.813], [-5.094, -3.068, 2.176], [-7.873, -2.379, 1.527], [-7.047, -3.564, 3.380], [-6.631, -1.828, 3.443]],
  "forces_ev_per_angstrom": [[-0.28, -0.03, -0.57], [0.05, 0.64, 0.18], [0.27, -0.11, 0.24], [0.80, 0.18, -0.21], [-0.12, 0.28, 0.33], [0.14, -0.69, 0.18], [-0.39, 0.32, -0.17], [0.09, 0.22, -0.60], [0.22, 0.03, 0.89], [-0.16, -0.07, 0.06], [-0.16, 0.44, 0.16], [-0.04, 0.11, -0.12], [-0.03, -0.02, -0.08], [0.03, 0.00, 0.04], [-0.15, 0.09, 0.21], [0.06, 0.12, -0.15], [0.18, 0.25, 0.22], [0.16, 0.07, 0.30], [0.22, 0.02, -0.17], [-0.09, -0.11, 0.03], [-0.10, 0.08, -0.14], [-0.22, -0.07, 0.03], [-0.32, -0.08, -0.22], [0.15, 0.00, 0.09], [0.03, -0.07, -0.15], [-0.09, -0.11, 0.08], [-0.49, -0.62, -0.32], [0.03, 0.00, -0.02], [0.00, -0.01, -0.02], [0.14, -0.24, -0.09], [-0.01, 0.07, -0.03], [-0.03, -0.03, 0.00], [-0.01, 0.00, 0.01], [0.01, -0.03, 0.00], [0.03, -0.02, 0.01], [-0.03, -0.01, -0.04], [-0.02, 0.00, 0.00], [-0.04, -0.05, 0.06], [0.03, 0.02, 0.01], [0.03, 0.03, -0.02], [-0.01, 0.15, 0.16], [0.00, -0.21, -0.33], [0.10, -0.08, 0.06], [-0.08, 0.00, -0.20], [-0.01, 0.02, -0.05], [-0.02, -0.01, -0.05], [-0.01, 0.00, 0.00], [0.01, 0.01, -0.03], [0.00, -0.03, 0.03], [0.01, 0.03, 0.04], [0.02, -0.04, 0.01], [0.00, -0.02, 0.00], [0.24, 0.12, 0.01], [-0.03, 0.03, 0.01], [-0.04, -0.02, -0.01], [-0.02, -0.03, -0.07], [0.05, 0.01, 0.05], [-0.10, -0.52, 0.19], [0.00, 0.05, 0.00], [0.01, 0.03, 0.04], [0.00, 0.03, -0.05], [0.00, 0.01, 0.01], [-0.04, 0.05, -0.03], [-0.01, -0.02, 0.03], [0.02, -0.02, 0.02], [0.00, 0.01, 0.07], [0.00, -0.10, 0.13], [0.00, 0.01, -0.01], [-0.01, -0.02, -0.04], [0.01, 0.02, -0.03]],
  "e_homo_ev": -9.69,
  "smiles": "CCCCOP(CC(=O)Cl)C(F)(F)F.ClCCl.ClCCl.ClCCl.ClCCl.ClCCl.ClCCl.ClCCl.ClCCl.ClCCl",
  "gap_ha": 0.362
}